Version a
The following is a DFT calculation (ωB97M-V with the def2-TZVPD basis set) of 11 unconnected molecules or ions with the total composition H22O11.

CARTESIAN COORDINATES (ANGSTROEM)
H1 -2.8884 0.0395 -3.1958
H2 -0.1373 0.9965 1.0629
H3 2.6605 -1.6173 -0.1676
H4 -0.7877 -2.6619 1.5869
H5 -3.2513 -3.3418 -1.5890
H6 -2.4934 -2.0268 -1.7215
H7 1.8792 -2.7450 0.3152
H8 -1.5419 0.0218 -2.3249
O1 -0.5250 2.5026 -2.0737
H9 -2.8020 -0.1276 2.7316
O2 -2.4686 0.7829 2.9612
H10 -1.3200 3.0083 -1.9443
H11 0.3688 -0.3947 1.0695
O3 2.3313 -2.7092 -1.9792
H12 -0.0246 3.3066 -2.2856
H13 0.9780 1.6482 -0.5767
H14 0.1448 2.7568 0.1722
O4 1.8328 -1.9925 -0.3228
H15 1.6444 3.5699 2.2317
O5 -2.4366 -0.2624 -2.3340
H16 2.3203 -3.0683 -2.8770
O6 -1.6722 -2.6913 1.2268
H17 2.7264 -3.3436 -1.3968
H18 -2.0393 -1.7298 1.1121
O7 -2.8134 -2.6488 -1.0715
H19 -2.8859 1.4689 2.4643
O8 1.7733 3.6251 1.2211
O9 0.4453 0.4273 0.5150
H20 3.4025 0.0710 1.7453
H21 1.6090 4.4730 0.8731
H22 2.8039 -0.0242 3.1091
O10 0.6131 2.5211 -0.6625
O11 2.5540 0.1656 2.1250

Calculated values
- SMILES = O.O.O.O.O.O.O.O.O.O.O
- HOMO-LUMO gap (Ha) = 0.2549
- E_LUMO (eV) = 0.19
- highest occupied orbital energy (Eh) = -0.248

=====

Version b
The following is a DFT calculation (ωB97M-V with the def2-TZVPD basis set) of 11 unconnected molecules or ions with the total composition H22O11.

CARTESIAN COORDINATES (ANGSTROEM)
H1 -0.3475 2.2512 -2.5968
H2 -0.9056 -1.0145 0.1035
O1 -1.0718 0.3597 2.7014
O2 -1.1008 -1.8688 -0.2775
O3 2.8992 -0.7963 -1.3301
H3 2.2762 -0.1236 -1.5828
H4 1.0503 -3.6502 -0.2156
H5 -1.8936 0.8354 2.5276
O4 1.1526 1.3420 -2.3822
H6 3.1552 -0.4746 -0.4633
H7 1.4559 1.6432 -3.2495
H8 -1.4320 0.7823 -1.5649
H9 1.6736 1.9126 -1.7082
O5 1.6525 -3.0939 0.2653
H10 -4.0991 -0.5382 -0.6882
O6 -0.4123 -2.1655 3.3859
O7 -3.6980 -0.0070 0.0101
O8 3.3436 0.6969 1.1075
O9 -0.9022 2.9538 -2.9053
O10 -1.4599 1.2746 -0.7244
H11 -1.6237 2.2041 -0.8924
H12 -0.8518 0.4028 3.5993
H13 2.4050 0.7667 0.9817
H14 -2.7627 0.0349 -0.3001
H15 -0.9498 -1.4494 3.0788
H16 -1.9983 -1.8461 -0.6978
H17 0.0720 0.0945 1.2576
H18 3.5023 -0.0538 1.6641
H19 1.3976 -2.1879 0.0950
O11 0.6422 0.2184 0.4848
H20 0.0893 0.7040 -0.1308
H21 -0.5044 3.6721 -2.3910
H22 -0.7538 -2.8794 2.8384

Calculated values
- SMILES = O.O.O.O.O.O.O.O.O.O.O
- HOMO-LUMO gap (Ha) = 0.3530
- E_LUMO (eV) = -0.40
- highest occupied orbital energy (Eh) = -0.368

=====

Version c
The following is a DFT calculation (ωB97M-V with the def2-TZVPD basis set) of 11 unconnected molecules or ions with the total composition H22O11.

CARTESIAN COORDINATES (ANGSTROEM)
H1 -1.8085 3.0051 1.1731
O1 1.9681 -1.3107 -0.5910
O2 1.1380 -4.3058 -1.0059
H2 1.3872 2.7441 0.9366
H3 2.7651 -1.8021 -0.8197
H4 -0.7842 3.6339 -2.3666
O3 -2.2731 2.9277 2.0139
H5 2.7768 -0.6937 4.8912
H6 0.6562 -3.5186 -1.2839
H7 -3.2719 1.3436 2.0327
H8 -0.0702 0.5396 -0.8036
H9 2.9254 -0.3006 -2.4743
H10 3.0386 -1.1929 3.4797
O4 2.6578 0.4488 -1.9303
H11 -1.4046 3.0503 -3.6254
H12 1.4737 -1.9154 -0.0262
H13 -2.0942 0.2728 0.1413
H14 -1.0243 -5.0048 -0.1819
H15 0.7527 3.8117 0.0604
O5 0.4036 -0.1634 -0.3451
O6 -2.6590 0.0402 -0.6043
O7 3.0222 -1.4847 4.3981
H16 -1.1338 -4.0682 -1.3738
H17 0.4254 0.1287 0.5732
O8 -4.0799 0.9758 1.6573
H18 2.7664 0.1329 -1.0262
H19 -2.0801 0.1199 -1.3708
H20 -4.5241 1.7363 1.2658
O9 -0.9587 -4.9876 -1.1433
H21 2.0161 -3.9769 -0.7832
H22 -2.7829 3.7433 2.0762
O10 1.4517 3.1481 0.0639
O11 -0.6756 2.9227 -3.0080

Calculated values
- SMILES = O.O.O.O.O.O.O.O.O.O.O
- HOMO-LUMO gap (Ha) = 0.3591
- E_LUMO (eV) = -0.59
- highest occupied orbital energy (Eh) = -0.381

=====

Quick one: least stable of them? version a

=====

Version a
The following is a DFT calculation (ωB97M-V with the def2-TZVPD basis set) of a molecular structure, C20H31BIrNO2.

CARTESIAN COORDINATES (ANGSTROEM)
H1 2.5904 -2.1440 -3.3791
C1 -0.8021 1.5733 -1.0610
H2 -1.3316 -0.6771 4.1679
C2 0.9938 -2.8323 -8.7931
H3 0.9254 0.6903 -5.7235
H4 2.4388 -2.5103 -7.1903
C3 2.3589 -1.2023 1.3034
C4 1.5689 0.8757 -4.8628
C5 2.3520 0.1472 -2.6438
H5 -1.5354 -2.3771 -6.8448
C6 -1.7792 1.8974 -0.1663
H6 -1.1549 -3.3583 -8.9793
H7 1.7656 -0.9920 -7.8174
H8 2.6011 1.0713 -5.1857
C7 0.5113 1.8046 -0.4518
H9 -0.6496 -3.7370 -6.1510
C8 1.5358 -0.9702 2.4619
C9 0.2982 2.1384 0.9399
H10 2.4515 -0.6431 -1.8926
H11 -2.8615 1.8665 -0.2822
H12 1.1547 1.7706 -4.3698
H13 -0.6602 -2.3400 0.2823
H14 1.8319 -2.1187 -0.7133
C10 -0.5923 -2.9421 -6.9153
H15 0.1163 0.5855 4.7469
H16 -0.1458 -4.6016 -8.2290
H17 0.3691 -2.5350 -2.7433
H18 -0.6472 -1.3745 2.8157
C11 -1.4313 1.3126 3.2840
H19 -1.7933 0.7795 5.4072
C12 1.8911 -1.7268 -4.1291
H20 -0.2293 -2.4190 -4.4733
C13 1.5171 -2.0419 -7.5813
H21 1.0194 2.7369 1.4774
N1 -1.7352 2.0187 2.3778
H22 -1.3376 3.5898 1.1003
C14 1.5133 -0.2465 -3.8424
H23 1.7365 -3.5481 -9.1555
H24 3.4238 -1.0011 1.2266
H25 1.4067 2.1281 -0.9691
C15 1.5307 -1.8120 0.2845
O1 0.1074 -0.5859 -3.6130
H26 1.8574 -0.5134 3.3980
C16 0.4342 -2.0111 -3.7150
H27 -0.9109 1.2069 -2.0782
Ir1 0.7767 0.2192 0.8119
C17 0.2059 -1.9498 0.8157
B1 -1.0649 0.4591 4.4861
C18 -1.1869 2.5056 1.0733
C19 0.2035 -1.4315 2.1520
O2 0.4946 -2.0489 -6.5597
H28 2.1497 -1.9981 -5.1503
H29 0.7500 -2.1453 -9.6042
H30 1.9561 1.0494 -2.1771
H31 3.3782 0.3670 -2.9853
C20 -0.3105 -3.5261 -8.3082

Calculated values
- HOMO-LUMO gap (alpha / beta) (Ha) = 0.2270 / 0.1362
- spin multiplicity = 6
- E_LUMO (alpha / beta) (eV) = -2.63 / -7.87
- net charge = +1
- highest occupied orbital energy (alpha / beta) (Eh) = -0.324 / -0.426

=====

Version b
The following is a DFT calculation (ωB97M-V with the def2-TZVPD basis set) of a molecular structure, C20H31BIrNO2.

CARTESIAN COORDINATES (ANGSTROEM)
H1 -3.0213 0.3581 -3.0347
H2 2.4664 0.1499 1.8168
O1 1.1373 -0.4554 -6.0946
H3 1.4401 1.5085 -2.1987
H4 0.0570 1.9992 -3.3557
H5 -2.9982 0.5315 -5.8361
H6 -2.1327 2.0895 -5.9404
C1 1.2032 -2.4528 -7.5273
H7 -1.9777 1.0978 1.8861
C2 -1.6057 0.2674 1.2853
H8 -1.4275 -3.0830 0.8119
H9 2.1317 0.5449 -7.6403
H10 1.4542 2.6674 2.0342
H11 -2.6213 -1.2931 2.3974
N1 -0.6228 -1.3195 2.9275
C3 1.5518 1.4942 -1.1261
H12 0.3937 0.7571 -7.6215
H13 -1.3797 0.6058 -6.6357
H14 0.3753 -3.1508 -7.6801
H15 0.1531 -2.2434 -5.6796
B1 1.3996 -0.1135 4.2551
Ir1 0.0202 0.7943 0.2749
C4 -2.3188 1.1491 -3.3143
O2 -0.9997 -0.6838 -4.4422
C5 1.5778 2.0982 1.1141
H16 1.8455 -1.1660 -9.1795
C6 -1.6578 -1.1391 1.8933
C7 1.1838 0.0112 -7.4599
C8 0.2935 -0.7952 3.4697
C9 -1.8903 0.1296 -0.1318
H17 1.0742 -0.7352 -3.8883
H18 -1.7372 1.4263 -2.4200
H19 -0.1070 -0.3872 -2.5521
C10 -2.0061 1.0058 -5.8244
H20 0.7631 3.5012 -0.4476
H21 -2.8948 2.0472 -3.5707
H22 2.4965 -0.4171 3.8279
C11 1.1990 2.5374 -0.2037
C12 2.1084 0.3931 -0.3781
C13 -1.4187 0.7163 -4.4762
H23 -1.9156 -1.6964 -1.4698
C14 -1.7784 -1.2971 -0.4664
H24 -2.4963 0.8385 -0.6838
C15 1.1164 -1.9100 -6.0970
C16 -1.5536 -2.0117 0.6725
C17 2.1258 0.7674 0.9981
C18 1.0527 -1.1961 -8.4214
C19 0.1543 -0.2387 -3.6095
H25 0.0666 -1.1587 -8.9208
H26 2.1483 -2.9827 -7.6940
H27 0.6663 1.4088 -4.9579
H28 1.9249 -2.2212 -5.4164
H29 1.2253 1.0925 4.1840
H30 1.3403 -0.4940 5.4154
C20 0.0000 1.2134 -4.1133
H31 2.4177 -0.5566 -0.8035

Calculated values
- HOMO-LUMO gap (alpha / beta) (Ha) = 0.2156 / 0.1329
- spin multiplicity = 6
- E_LUMO (alpha / beta) (eV) = -2.78 / -7.85
- net charge = +1
- highest occupied orbital energy (alpha / beta) (Eh) = -0.318 / -0.421

=====

Quick one: least stable of them? version b

=====

Version a
The following is a DFT calculation (ωB97M-V with the def2-TZVPD basis set) of 2 unconnected molecules or ions with the total composition CH6NO2.

CARTESIAN COORDINATES (ANGSTROEM)
H1 -1.2543 1.3666 -0.1798
H2 1.4619 0.6570 -0.2458
N1 -0.4120 -0.0611 0.3173
H3 -2.7006 1.3860 0.2231
C1 1.0577 -0.2882 0.2993
O1 -2.1048 1.9180 -0.3551
H4 1.6238 -0.5721 1.3114
H5 -0.8864 -0.9105 -0.0955
H6 1.2503 -2.0617 -0.6557
O2 1.9644 -1.4339 -0.6193

Calculated values
- HOMO-LUMO gap (Ha) = 0.2660
- E_LUMO (eV) = 4.68
- net charge = -1
- highest occupied orbital energy (Eh) = -0.094

=====

Version b
The following is a DFT calculation (ωB97M-V with the def2-TZVPD basis set) of 2 unconnected molecules or ions with the total composition CH6NO2.

CARTESIAN COORDINATES (ANGSTROEM)
N1 0.0477 1.5492 0.2861
C1 0.4011 0.6960 -0.8434
H1 -0.1590 1.0171 1.1435
H2 -0.8847 1.9161 0.1681
H3 0.3712 -2.6191 1.2561
H4 -0.5788 -1.5964 0.2298
O1 -0.3031 -0.4623 -0.6536
H5 0.1138 1.1789 -1.7993
O2 -0.5695 -2.3351 0.9692
H6 1.5614 0.6556 -0.7565

Calculated values
- HOMO-LUMO gap (Ha) = 0.2827
- E_LUMO (eV) = 4.74
- net charge = -1
- highest occupied orbital energy (Eh) = -0.109

=====

Quick one: least stable of them? version a